[1]
Below is a structure of composition C11H23CrN3O4S, with properties calculated with ωB97M-V with the def2-TZVPD basis set.

Computed properties:
- highest occupied orbital energy (alpha / beta) (eV) = -12.067 / -12.135
- 2S+1 = 4
- total charge = +1
- ⟨S²⟩ = 3.7921
- electronic energy (a.u.) = -2340.71331
- Kohn-Sham gap (alpha / beta) (Ha) = 0.339 / 0.341

The geometry in XYZ format:
```
43
C11H23CrN3O4S | the OMol25 dataset | ωB97M-V with the def2-TZVPD basis set
Cr -0.20322 0.28839 0.09284
C 0.27531 -2.65801 0.41388
C 1.42054 -2.09144 -0.42753
N 1.69095 -0.66490 -0.10874
C 2.63135 -0.43720 1.00952
C 2.02550 -0.68999 2.38377
S 0.40944 0.15387 2.60418
C -0.71557 -1.24540 2.96325
C -1.56960 -1.68750 1.77581
N -0.82212 -1.67267 0.50404
H 0.61544 -2.90399 1.41699
H -0.06356 -3.58803 -0.04394
H 1.12702 -2.13315 -1.47589
H 2.31841 -2.70224 -0.30221
H 2.13505 -0.27202 -0.93603
H 2.95520 0.60350 0.95551
H 3.52201 -1.06340 0.90030
H 2.69791 -0.30539 3.14794
H 1.88103 -1.74900 2.57717
H -1.36879 -0.90583 3.76474
H -0.09769 -2.04561 3.36663
H -2.40046 -0.99608 1.64932
H -1.97937 -2.67814 1.99549
H -1.48822 -1.84782 -0.25100
N 0.49633 2.26656 -0.29857
C -0.54332 3.29102 0.01834
C -1.82534 3.04207 -0.76426
C -2.65868 1.88534 -0.18710
O -3.86148 1.90288 -0.23663
O -1.95186 0.93185 0.37757
H 1.34519 2.51925 0.19947
H 0.71833 2.34116 -1.28907
H -0.16221 4.28791 -0.20940
H -0.74515 3.24111 1.08812
H -1.59634 2.81655 -1.81031
H -2.45716 3.92739 -0.75055
C 0.02602 0.36730 -4.10286
O 0.21241 0.57556 -2.67741
C -0.57286 -0.12589 -1.81336
O -1.38465 -0.94169 -2.18203
H -0.04533 1.34186 -4.57664
H -0.87976 -0.20583 -4.27461
H 0.88931 -0.17235 -4.48672
```

---

[2]
Below is a structure of composition C11H23FNO2P2Tm at a distorted geometry, with properties calculated with ωB97M-V with the def2-TZVPD basis set.

Computed properties:
- highest occupied orbital energy (alpha / beta) (eV) = -15.520 / -15.521
- 2S+1 = 3
- total charge = +2
- ⟨S²⟩ = 2.0022
- electronic energy (a.u.) = -2505.54701
- Kohn-Sham gap (alpha / beta) (Ha) = 0.336 / 0.338

The geometry in XYZ format:
```
41
C11H23FNO2P2Tm | the OMol25 dataset | ωB97M-V with the def2-TZVPD basis set
Tm 0.12173 0.43971 1.17219
P -1.33433 2.60824 0.14147
C -2.40920 1.11310 -0.27079
C -1.78731 0.15335 -1.25191
N -0.48947 -0.16616 -1.00822
C 0.17307 -0.98703 -1.85771
C -0.46876 -1.52637 -2.95358
C -1.81798 -1.28512 -3.15680
C -2.50029 -0.44180 -2.28579
C 1.61547 -1.35813 -1.61443
P 2.19685 -1.11641 0.12259
H -3.55350 -0.18697 -2.39687
H 0.11521 -2.16982 -3.61796
H -2.34468 -1.76506 -3.98316
H 1.76573 -2.42034 -1.87106
H 2.25999 -0.73743 -2.25701
H -2.53373 0.56712 0.73664
H -3.37031 1.49611 -0.63953
H 1.86039 -2.27938 4.98150
O -1.55976 -0.22564 1.96019
H -2.17384 -0.81835 2.44537
H 1.16119 -0.33369 3.57396
O 2.04036 -1.54076 4.36998
H 2.68459 -0.98995 4.84652
C 2.17996 -2.83044 0.76109
H 2.96737 -3.41514 0.26125
H 2.36180 -2.80702 1.84782
H 1.20457 -3.29661 0.57014
C 3.98696 -0.90245 -0.14006
H 4.39640 -0.41157 0.75502
H 4.47884 -1.87713 -0.28860
H 4.16815 -0.25714 -1.01161
C -1.46210 3.52633 -1.41604
H -2.48893 3.88353 -1.57457
H -0.77231 4.37525 -1.35402
H -1.16998 2.89160 -2.25997
C -2.50548 3.50150 1.21975
H -1.95739 4.35557 1.63813
H -3.37714 3.84463 0.64314
H -2.83671 2.85129 2.04163
F 1.17455 0.53858 3.12132
```

---

[3]
Below is a cluster of 2 separate species, C11H23N3 in total at a distorted geometry, with properties calculated with ωB97M-V with the def2-TZVPD basis set.

Computed properties:
- highest occupied orbital energy (eV) = -14.543
- total charge = +2
- electronic energy (a.u.) = -596.64390
- Kohn-Sham gap (Ha) = 0.274

The geometry in XYZ format:
```
37
C11H23N3 | the OMol25 dataset | ωB97M-V with the def2-TZVPD basis set
C 0.58119 3.26107 0.04731
C 1.67754 3.04131 1.10277
C 3.74348 -0.56812 -0.30667
C 4.17576 -2.57574 0.93629
C 0.75367 1.80387 -0.41670
C 4.15365 -2.03798 -0.50009
C 2.07977 1.73962 0.39775
C 2.99717 -0.51948 1.00071
C 0.84799 1.54615 -1.90533
C 3.13879 -2.78215 -1.36109
C -12.28777 -0.22963 0.53867
N 3.27857 -1.70126 1.64864
N 2.25468 0.60807 1.26478
N -12.59069 -1.40925 0.17725
H -0.39864 3.52930 0.43075
H 0.86953 3.97562 -0.71844
H 2.45040 3.80278 1.16114
H 1.27200 2.87357 2.09903
H 4.62302 0.07890 -0.23752
H 3.13492 -0.21924 -1.13985
H 3.81770 -3.60439 1.00402
H 5.17561 -2.52581 1.38045
H 0.00049 1.15306 0.03298
H 5.13771 -2.11627 -0.96094
H 2.95451 1.86368 -0.23768
H 1.72790 0.64170 2.13166
H 1.62988 2.15224 -2.35666
H -0.09438 1.80838 -2.38052
H 1.04768 0.49652 -2.11223
H 2.14254 -2.72519 -0.92773
H 3.41692 -3.82824 -1.45376
H 3.10841 -2.35817 -2.36133
H -12.03367 -0.01243 1.57084
H 2.94112 -1.92633 2.57380
H -12.27826 0.58821 -0.17439
H -12.83913 -1.63709 -0.78684
H -12.61007 -2.18729 0.83892
```